[1]
This record from OMol25 describes a 10-piece molecular cluster, H21O10 overall. The level of theory is ωB97M-V/def2-TZVPD.

Structure (ORCA input):
```
! RIJCOSX wB97M-V def2-TZVPD def2/J DEFGRID3
* xyz 1 1
O 1.854 -1.787 2.413
H 1.950 -2.709 1.951
H -2.268 -0.425 -0.187
O -2.108 -2.166 -0.276
H -2.440 -2.432 -1.213
H -2.612 -2.579 0.358
O -2.737 0.147 -2.659
H -2.900 1.167 2.228
H -1.769 -0.052 -2.576
O -1.746 0.333 -0.157
H -1.547 0.453 -1.167
H -0.444 0.046 0.331
O 0.680 -0.182 0.637
H 2.725 1.809 1.314
H 0.993 0.559 1.216
O -1.308 2.036 -2.732
H -0.885 2.031 -3.620
H 0.633 -0.995 1.283
O 0.928 -0.880 -1.936
H -1.529 3.036 -2.692
H 1.324 -0.261 -1.590
O 4.165 -0.130 1.090
H 4.542 -0.074 0.310
H 1.738 -1.448 -2.207
O -2.461 0.395 2.460
H 2.441 -1.856 3.173
O 2.056 2.228 1.929
H 1.892 2.887 1.199
H 3.339 -0.540 1.066
H -2.692 1.030 -3.098
H -1.817 0.360 3.155
*
```

Kohn-Sham gap = 10.95 eV
ΔE to the lowest compared entry with this formula, charge and spin = 4.076 eV
Total energy = -20806.7525 eV
HOMO level = -14.07 eV

---

[2]
This record from OMol25 describes a 11-piece molecular cluster, H21O11 overall. The level of theory is ωB97M-V/def2-TZVPD.

Structure (ORCA input):
```
! RIJCOSX wB97M-V def2-TZVPD def2/J DEFGRID3
* xyz -1 1
O 0.517 -0.109 -0.266
H 0.134 0.331 0.486
O 1.844 -3.279 -1.134
H 2.229 -2.477 -0.604
H 0.925 -2.943 -1.460
O -0.252 1.235 3.307
H -1.054 1.689 3.342
H -0.187 0.224 3.122
O 1.183 0.299 -2.713
H 1.879 0.977 -2.551
H 0.933 0.236 -1.857
O 1.582 1.900 1.240
H 1.357 1.211 0.603
H 0.891 2.055 1.831
O -1.288 1.819 -0.918
H -0.534 1.338 -0.740
H -1.953 1.649 -0.226
O -0.303 -1.449 2.001
H 0.238 -1.817 2.635
H 0.243 -1.298 1.208
O -2.670 1.853 1.012
H -2.460 1.209 1.561
H -3.230 2.419 1.393
O -0.843 -2.149 -1.289
H -0.937 -2.073 -2.166
H -0.270 -1.459 -0.692
O -2.414 0.160 -2.553
H -1.693 0.535 -1.992
H -2.629 -0.607 -1.914
O 3.113 -0.602 -0.546
H 3.567 -0.447 0.316
H 2.069 -0.426 -0.452
*
```

Kohn-Sham gap = 8.98 eV
ΔE to the lowest compared entry with this formula, charge and spin = 3.636 eV
Total energy = -22863.2980 eV
HOMO level = -6.75 eV

---

[3]
This record from OMol25 describes H22HeO11 as an isolated structure. The level of theory is ωB97M-V/def2-TZVPD.

Structure (ORCA input):
```
! RIJCOSX wB97M-V def2-TZVPD def2/J DEFGRID3
* xyz 0 1
He -0.112 -0.409 -0.236
O -1.946 2.506 1.004
H -2.901 2.438 1.020
H -1.770 3.445 1.063
O 0.626 1.884 1.817
H 1.028 2.109 0.978
H -0.316 1.920 1.648
O 1.380 -0.436 3.213
H 1.223 0.418 2.809
H 1.723 -0.231 4.082
O 3.063 -1.851 1.004
H 2.710 -2.725 0.840
H 2.452 -1.459 1.629
O 2.121 -0.428 -1.459
H 1.787 0.361 -1.032
H 2.240 -1.056 -0.746
O -2.887 0.193 2.682
H -3.177 0.753 1.963
H -3.401 0.483 3.436
O -2.073 -1.612 -2.417
H -2.384 -0.838 -1.948
H -1.415 -1.995 -1.837
O 1.738 2.463 -0.519
H 1.448 3.217 -1.033
H 2.692 2.538 -0.501
O -0.908 -3.957 -0.975
H -1.250 -4.290 -0.146
H -1.435 -4.393 -1.645
O -2.744 0.936 -1.397
H -3.616 1.316 -1.294
H -2.307 1.109 -0.563
O 2.757 -0.555 -4.112
H 3.124 -1.439 -4.136
H 2.531 -0.413 -3.193
*
```

Kohn-Sham gap = 9.48 eV
ΔE to the lowest compared entry with this formula, charge and spin = 1.309 eV
Total energy = -22958.7795 eV
HOMO level = -9.99 eV

---

[4]
This record from OMol25 describes H22HeO11 as an isolated structure. The level of theory is ωB97M-V/def2-TZVPD.

Structure (ORCA input):
```
! RIJCOSX wB97M-V def2-TZVPD def2/J DEFGRID3
* xyz 0 1
He -6.367 6.794 -8.073
O -6.576 10.019 -9.413
H -5.631 9.976 -9.558
H -6.736 10.921 -9.137
O -8.377 4.262 -5.920
H -9.297 4.277 -5.656
H -8.302 3.492 -6.484
O -5.759 5.649 -12.525
H -6.404 5.678 -11.818
H -5.423 4.753 -12.506
O -4.940 4.689 -6.465
H -5.591 5.226 -6.012
H -4.326 5.321 -6.839
O -6.889 6.479 -5.555
H -7.088 7.212 -6.138
H -7.647 5.900 -5.631
O -3.854 9.406 -9.822
H -3.794 8.710 -10.476
H -3.746 8.956 -8.983
O -3.377 6.984 -7.609
H -2.801 6.611 -8.276
H -2.872 6.930 -6.798
O -4.207 8.902 -5.689
H -4.048 8.208 -6.329
H -3.479 8.829 -5.071
O -8.069 8.677 -7.242
H -8.900 8.591 -7.709
H -7.509 9.175 -7.838
O -6.265 3.635 -8.664
H -5.704 3.876 -7.927
H -5.656 3.364 -9.351
O -7.262 5.720 -10.145
H -6.762 5.102 -9.611
H -7.902 6.096 -9.540
*
```

Kohn-Sham gap = 10.58 eV
ΔE to the lowest compared entry with this formula, charge and spin = 0.772 eV
Total energy = -22959.3167 eV
HOMO level = -10.79 eV

---

> Which of these has the lowest Kohn-Sham gap?

H21O11

---

> Which of these has the lowest ΔE to the lowest compared entry with this formula, charge and spin?

number 4

---

> What is the formula in the first record?

H21O10

---

> Which formula does entry 2 have?

H21O11